No. 1
C6H6ClPS2 | ωB97M-V with the def2-TZVPD basis set

ORCA input file:
```
! wB97M-V def2-TZVPD RIJCOSX def2/J DEFGRID3
* xyz 0 1
C 2.2380 0.4110 -0.0534
C 1.5506 0.6175 -1.2259
C 1.5757 -0.0141 1.1455
C 0.1497 0.6758 -1.2242
C 0.2211 0.0938 1.0756
C -0.4416 0.4287 -0.0503
P -2.2896 0.5754 0.0129
S -3.2439 0.3919 -1.6865
S -2.9375 1.1880 1.7489
Cl -1.5618 -2.6987 0.9383
H 3.3230 0.3736 -0.0676
H 2.0840 0.6862 -2.1928
H 2.2490 -0.2719 1.9248
H -0.4185 0.8822 -2.1142
H -0.4409 -0.1260 2.0329
H -2.0572 -3.2135 -0.2639
*
```

## Properties
LUMO energy ... -1.20 eV
Energy relative to the best compared isomer or geometry (same formula, charge and spin) ... 20.6 kcal/mol
E_HOMO ... -0.3401 hartree

=====

No. 2
C6H6F2 | ωB97M-V with the def2-TZVPD basis set

ORCA input file:
```
! wB97M-V def2-TZVPD RIJCOSX def2/J DEFGRID3
* xyz 0 1
F -1.8814 0.3108 -1.8974
C -0.8901 0.1321 -0.9875
C 0.0776 -0.7333 -1.1809
C 1.2855 -0.9941 -0.1844
C 0.8517 -0.1903 1.0122
F 1.9267 -0.0293 1.8314
C -0.1311 0.6825 1.1992
C -1.1467 1.0180 0.1775
H -0.0227 -1.5310 -1.9671
H 1.3507 -2.0843 0.0106
H 2.2464 -0.7388 -0.6012
H -0.3036 1.4357 2.0839
H -1.1373 2.1263 0.0351
H -2.2256 0.5957 0.4685
*
```

## Properties
LUMO energy ... 0.97 eV
Energy relative to the best compared isomer or geometry (same formula, charge and spin) ... 29.5 kcal/mol
SMILES string ... FC1=CCC(F)=CC1
E_HOMO ... -0.3463 hartree

=====

No. 3
C6H6F2N2O2S | ωB97M-V with the def2-TZVPD basis set

ORCA input file:
```
! wB97M-V def2-TZVPD RIJCOSX def2/J DEFGRID3
* xyz 0 1
C 3.2874 0.3019 0.5900
S 1.5850 -0.3080 0.3993
O 0.9918 -0.3798 1.7015
O 1.6149 -1.5073 -0.3975
C 0.5318 0.9182 -0.5016
F 0.7495 0.8216 -1.7845
F 0.7663 2.2093 -0.1092
C -0.9565 0.4202 -0.3436
C -1.2741 -0.7989 -0.9538
C -2.5184 -1.2785 -0.5427
N -3.3279 -0.5479 0.1852
C -3.0108 0.5646 0.5654
N -1.7916 1.1340 0.4213
H 3.4936 0.5661 -0.4006
H 3.4130 0.9349 1.4336
H 3.7690 -0.6145 0.9678
H -0.5821 -1.2815 -1.5752
H -2.9943 -2.2129 -0.9636
H -3.7466 1.0586 1.3082
*
```

## Properties
LUMO energy ... 0.10 eV
Energy relative to the best compared isomer or geometry (same formula, charge and spin) ... 0.0 kcal/mol
SMILES string ... CS(=O)(=O)C(F)(F)c1ccncn1
E_HOMO ... -0.3660 hartree

=====

No. 4
C6H6F2O | ωB97M-V with the def2-TZVPD basis set

ORCA input file:
```
! wB97M-V def2-TZVPD RIJCOSX def2/J DEFGRID3
* xyz 0 1
F 0.0000 0.0000 0.0000
C 1.1189 -0.1921 0.7158
C 2.3548 0.1992 0.0924
C 3.5498 -0.0249 0.7917
C 3.5352 -0.6958 2.0585
C 2.3204 -1.1567 2.6502
F 2.4971 -1.6957 3.8808
C 1.1327 -0.8175 1.9928
H 2.2927 0.7184 -0.8731
H 4.4752 0.3534 0.3377
H 4.5175 -0.8930 2.5076
H 0.2494 -1.1483 2.5549
O 4.2288 -3.2463 3.7917
H 4.9439 -2.8249 3.2632
H 3.4360 -2.6873 3.6265
*
```

## Properties
LUMO energy ... 0.69 eV
Energy relative to the best compared isomer or geometry (same formula, charge and spin) ... 28.7 kcal/mol
SMILES string ... Fc1cccc(F)c1.O
E_HOMO ... -0.3581 hartree

=====

No. 5
C6H6F2O6 | ωB97M-V with the def2-TZVPD basis set

ORCA input file:
```
! wB97M-V def2-TZVPD RIJCOSX def2/J DEFGRID3
* xyz 0 1
O -14.2333 2.2945 18.1304
C -14.3280 3.1774 18.9183
O -15.4012 3.9874 19.0364
C -15.0314 5.0939 19.8668
C -13.8449 4.5398 20.6473
F -14.2112 4.0400 21.8632
O -13.3871 3.4988 19.8412
H -14.7048 5.9138 19.2262
H -15.8634 5.3980 20.4927
H -13.0758 5.2852 20.8352
O -17.4595 6.3266 15.6192
C -17.0723 5.2073 15.5919
O -17.3246 4.2805 16.5392
C -16.7909 3.0337 16.1298
C -15.8144 3.4365 15.0375
F -15.7877 2.5644 13.9975
O -16.2989 4.6816 14.6011
H -16.2760 2.4875 16.9143
H -17.5790 2.3633 15.7781
H -14.7952 3.5272 15.4214
*
```

## Properties
LUMO energy ... 0.41 eV
Energy relative to the best compared isomer or geometry (same formula, charge and spin) ... 0.0 kcal/mol
SMILES string ... O=C1OC[C@@H](F)O1.O=C1OC[C@@H](F)O1
E_HOMO ... -0.4191 hartree

=====

No. 6
C6H6F2O6Rb | ωB97M-V with the def2-TZVPD basis set

ORCA input file:
```
! wB97M-V def2-TZVPD RIJCOSX def2/J DEFGRID3
* xyz 1 1
Rb -0.0801 -2.3272 -1.0795
C -0.2933 3.1758 -3.5971
C -1.7912 2.9272 -3.5536
O -1.9012 1.6908 -2.8492
C -0.6580 1.2163 -2.6036
O -0.3140 0.2382 -1.9538
O 0.1680 2.2601 -2.7100
F -2.3448 2.8932 -4.7513
H -0.0697 4.1443 -3.1499
H 0.2979 3.1436 -4.5123
H -2.2081 3.5953 -2.8000
C 1.8053 -2.5422 3.5381
C 0.4088 -2.8188 4.0477
O -0.1722 -1.6415 3.3467
C 0.4723 -1.3896 2.2548
O 0.1683 -0.6222 1.3439
O 1.5463 -2.2400 2.2366
F 0.3896 -2.7558 5.3339
H 2.4030 -3.4535 3.5526
H 2.2416 -1.7312 4.1212
H -0.0686 -3.7628 3.7848
*
```

## Properties
LUMO energy ... -3.26 eV
Energy relative to the best compared isomer or geometry (same formula, charge and spin) ... 0.0 kcal/mol
E_HOMO ... -0.5265 hartree

=====

No. 7
C6H6F3N2O3 | ωB97M-V with the def2-TZVPD basis set

ORCA input file:
```
! wB97M-V def2-TZVPD RIJCOSX def2/J DEFGRID3
* xyz 1 3
C 0.7501 -0.4702 2.1436
C 1.0629 -0.9265 0.8727
C -1.0301 0.8336 3.2730
C -1.4587 1.9551 -0.7949
C -0.5263 -0.2448 -0.7993
C -1.8028 3.0170 0.2894
N -0.2619 0.2482 2.6295
N -0.2090 -0.0720 -2.2839
O -1.7759 2.1096 -1.9874
O 0.7742 -0.8040 -0.3489
O -0.8034 1.0100 -0.2645
F -2.6277 2.5358 1.1858
F -0.6526 3.3241 1.0540
F -2.2482 4.1375 -0.2438
H 1.3358 -0.7123 3.0858
H 1.9407 -1.5321 0.9520
H -1.6495 1.4379 3.8482
H 0.7355 -0.0025 -2.5865
H -0.6442 0.9593 -2.4674
H -0.7084 -0.7830 -2.9020
*
```

## Properties
LUMO energy (alpha / beta) ... -3.61 / -6.89 eV
Energy relative to the best compared isomer or geometry (same formula, charge and spin) ... 38.7 kcal/mol
E_HOMO (alpha / beta) ... -0.3434 / -0.4612 hartree

=====

No. 8
C6H6FN2O2 | ωB97M-V with the def2-TZVPD basis set

ORCA input file:
```
! wB97M-V def2-TZVPD RIJCOSX def2/J DEFGRID3
* xyz -1 1
C 0.5953 -0.0762 2.7029
C 1.6613 0.7128 2.1894
C -0.0078 -0.6233 1.6151
C -1.6902 -0.2796 -2.6822
C 0.6250 -0.3967 -0.8620
C -1.1513 0.5994 -1.4847
N 1.6481 0.7135 0.8816
N 0.7220 -0.1621 0.5116
O -2.6050 -1.0010 -2.3951
O -1.1072 0.0586 -3.6978
F -1.7918 0.6854 -0.3079
H 0.3205 -0.3089 3.7181
H 2.4693 1.3250 2.5239
H -0.8159 -1.2721 1.7400
H 1.3919 0.0217 -1.5528
H 0.4140 -1.4895 -1.0689
H -0.6784 1.4928 -1.8313
*
```

## Properties
LUMO energy ... 3.54 eV
Energy relative to the best compared isomer or geometry (same formula, charge and spin) ... 43.9 kcal/mol
E_HOMO ... -0.1528 hartree

=====

No. 9
C6H6INO | ωB97M-V with the def2-TZVPD basis set

ORCA input file:
```
! wB97M-V def2-TZVPD RIJCOSX def2/J DEFGRID3
* xyz 0 1
C 1.0856 -1.4547 0.0411
C 1.5013 -0.0966 -0.0403
C -0.1222 -2.0782 -0.1132
C 0.7898 1.0019 -0.0662
C -1.3756 -0.1958 -0.0249
C 0.3893 2.3809 0.0255
N -1.4103 -1.4716 -0.2209
O -2.4431 -2.1854 -0.1583
I -3.1500 0.7922 0.0406
H 1.9595 -2.0569 0.2137
H 2.5465 -0.0828 -0.0851
H -0.2695 -3.0856 -0.0295
H -0.2231 2.9027 -0.7542
H -0.4458 2.5910 0.8270
H 1.1674 3.0390 0.3446
*
```

## Properties
LUMO energy ... -0.74 eV
Energy relative to the best compared isomer or geometry (same formula, charge and spin) ... 145.6 kcal/mol
E_HOMO ... -0.2956 hartree

=====

No. 10
C6H6LiO2Rh | ωB97M-V with the def2-TZVPD basis set

ORCA input file:
```
! wB97M-V def2-TZVPD RIJCOSX def2/J DEFGRID3
* xyz 4 5
C 2.2169 0.2675 -0.4006
C 1.0578 0.0106 -1.0557
C -0.2584 0.6979 -0.9612
H 3.1101 -0.2972 -0.6857
H 2.3431 1.1474 0.2394
H 1.0028 -0.8703 -1.7030
H -0.6058 1.0085 -1.9605
C -0.3037 1.8586 -0.1468
O -0.3594 2.7789 0.4975
O -0.3992 -1.2061 1.5248
C -1.3488 -1.1710 0.6561
C -1.6537 -0.4175 -0.3867
Rh 1.4390 -1.5313 1.0542
Li -1.0614 -0.9563 3.4108
H -2.5803 -1.4163 0.4626
H -2.5991 0.0965 -0.5452
*
```

## Properties
LUMO energy (alpha / beta) ... -18.00 / -21.71 eV
E_HOMO (alpha / beta) ... -1.0127 / -1.0392 hartree

=====

No. 11
C6H6N | ωB97M-V with the def2-TZVPD basis set

ORCA input file:
```
! wB97M-V def2-TZVPD RIJCOSX def2/J DEFGRID3
* xyz 1 1
C -0.6272 2.1753 0.8812
C -1.0655 1.1347 1.3743
C -1.5543 -0.1993 1.6999
C -1.2076 -1.1707 0.9328
N -0.2452 -0.8085 -0.0279
C 0.5658 -0.3800 -0.7091
C 1.6175 0.0357 -1.5610
H -0.0227 2.7079 0.0633
H -2.2613 -0.1224 2.4850
H -1.4333 -2.2786 0.9630
H 2.5157 0.3776 -0.9720
H 1.9530 -0.7991 -2.2113
H 1.4003 0.9124 -2.2102
*
```

## Properties
LUMO energy ... -4.73 eV
Energy relative to the best compared isomer or geometry (same formula, charge and spin) ... 39.6 kcal/mol
SMILES string ... C#C/C=C\[N+]#CC
E_HOMO ... -0.5217 hartree

=====

No. 12
C6H6N | ωB97M-V with the def2-TZVPD basis set

ORCA input file:
```
! wB97M-V def2-TZVPD RIJCOSX def2/J DEFGRID3
* xyz 1 1
C -1.7654 -0.3839 -0.0825
C 0.4719 -1.6361 -0.0727
C 0.4118 0.7315 -0.2251
C -0.3570 -0.4131 -0.2438
C -3.0081 -0.3881 0.2065
C 1.8005 0.2236 0.1610
N 1.6282 -1.1457 0.0687
H -0.0457 1.6419 -0.3690
H -3.7928 -0.9746 -0.2222
H -3.0983 0.3958 1.0405
H 2.5603 0.4806 -0.4738
H 2.1120 0.5495 1.1852
H 2.3452 -1.8560 0.1031
*
```

## Properties
LUMO energy ... -6.56 eV
Energy relative to the best compared isomer or geometry (same formula, charge and spin) ... 74.6 kcal/mol
E_HOMO ... -0.4761 hartree

=====

In the order shown, the computed DFT total energy values come out to -1830.15725, -431.88493, -1090.07706, -507.15165, -883.43930, -907.29680, -866.52092, -592.05864, -659.64276, -498.53521, -286.57218, -286.51633 Eh.